No. 1
{
  "formula": "C3H9N2O2",
  "method": "ωB97M-V/def2-TZVPD",
  "charge": 1,
  "energy_ev": -10324.919,
  "molar_mass_g_mol": 105.1,
  "gap_ev": 12.3,
  "homo_ev": -15.4,
  "spin_multiplicity": 1,
  "elements": ["C", "C", "C", "N", "N", "O", "O", "H", "H", "H", "H", "H", "H", "H", "H", "H"],
  "coordinates": [[2.603246, -0.185937, -0.305092], [-1.993676, 0.504774, 0.628203], [-0.932520, 0.112824, -0.382481], [3.262672, 0.712498, 0.081804], [-0.423545, -1.229762, -0.246534], [2.085897, -1.200762, -0.597247], [0.204893, 0.943129, -0.114503], [-2.892360, -0.065973, 0.298673], [-1.427094, 0.395283, 1.584205], [-2.259703, 1.558382, 0.571910], [-1.105902, 0.161966, -1.500656], [3.778478, 1.514177, -0.245032], [-0.041362, 1.463654, 0.671464], [-0.638972, -1.582235, 0.729079], [-0.892886, -1.846371, -0.879471], [0.672838, -1.255640, -0.294322]],
  "forces_ev_per_a": [[1.9403, 0.9053, 0.1043], [0.0235, -0.7515, -1.3187], [1.3623, 2.8740, -1.6015], [-0.1934, 0.1449, -0.0227], [-0.1166, -1.8119, 3.2767], [-0.4224, -0.7332, -0.1227], [-0.6177, 0.0039, 0.2569], [0.3067, 0.1055, 1.5621], [-1.4224, -0.6506, -0.1006], [0.1182, 0.0383, -0.4116], [-0.5461, 0.5965, 1.3133], [-0.2411, -0.1704, 0.0615], [0.5702, 0.0174, -0.5185], [0.2213, 0.2349, -1.1702], [-0.0036, -0.7502, -0.5778], [-0.9790, -0.0527, -0.7305]],
  "lowdin_charge": [-0.3569, -0.0008, -0.4244, 0.2749, 0.1959, 0.1365, -0.0326, 0.1172, 0.1182, 0.1015, 0.1861, 0.1269, 0.1090, 0.1962, 0.1620, 0.0902]
}

=====

No. 2
{
  "formula": "C21H43BO2P2Ti",
  "method": "ωB97M-V/def2-TZVPD",
  "charge": 2,
  "energy_ev": -68913.321,
  "molar_mass_g_mol": 448.2,
  "gap_ev": [6.1, 6.1],
  "homo_ev": [-13.7, -13.8],
  "spin_multiplicity": 1,
  "elements": ["P", "P", "C", "C", "H", "H", "H", "H", "C", "H", "H", "H", "C", "H", "H", "H", "C", "H", "H", "H", "C", "H", "H", "H", "Ti", "C", "C", "C", "C", "C", "C", "C", "C", "C", "H", "H", "H", "H", "H", "H", "H", "H", "H", "H", "H", "H", "H", "H", "H", "C", "C", "C", "O", "B", "O", "C", "C", "C", "H", "H", "H", "H", "H", "H", "H", "H", "H", "H", "H", "H"],
  "coordinates": [[-4.084732, 1.488986, -0.487818], [-0.274421, 2.426347, -1.865902], [-2.917037, 2.844793, -0.770586], [-2.176179, 2.755600, -2.115570], [-2.250854, 2.851431, 0.155395], [-3.479237, 3.778864, -0.775616], [-2.653994, 2.097306, -2.864188], [-2.112102, 3.752685, -2.565845], [0.167433, 4.123994, -1.528439], [1.260458, 4.070644, -1.515215], [-0.254829, 4.393238, -0.546441], [-0.251157, 4.592419, -2.430026], [0.152326, 2.074224, -3.557702], [0.112206, 3.098737, -3.943315], [-0.537806, 1.377203, -4.041947], [1.170364, 1.696301, -3.586074], [-4.920365, 2.333675, 0.924903], [-5.537489, 1.636431, 1.515836], [-5.586001, 3.150864, 0.581003], [-4.168815, 2.771664, 1.596584], [-5.510207, 1.964384, -1.640209], [-5.246144, 1.978400, -2.714122], [-5.909671, 2.953217, -1.365655], [-6.320487, 1.205647, -1.507577], [-1.386750, 0.944182, -0.771063], [3.171075, 2.676811, -0.708773], [3.260926, 3.518775, 0.397320], [2.343118, 3.612248, 1.407577], [-3.207939, -0.445265, 1.172975], [-4.463871, -0.434596, 0.518509], [-4.391172, -0.388546, -1.051864], [-2.954570, -0.513334, -1.645350], [2.066345, 1.804111, -0.854576], [-0.312496, -3.094392, 1.169767], [3.718891, 2.694858, -1.626563], [4.168206, 4.125436, 0.396023], [1.352138, 3.182482, 1.295776], [2.709785, 3.863174, 2.450860], [-2.942257, -1.026730, 2.089239], [-2.375814, 0.270251, 0.800366], [-5.428636, -0.345842, 1.033694], [-5.252743, -0.601387, -1.637250], [-2.682348, 0.378772, -2.343513], [-2.865150, -1.511376, -2.067173], [1.525538, 1.463546, 0.063449], [2.207086, 1.072305, -1.640412], [-0.940125, -3.832239, 1.706396], [-0.479465, -3.226751, 0.085374], [-0.575435, -2.076305, 1.468253], [3.750568, -3.883182, -0.361019], [3.214599, -4.229365, 1.045349], [3.836774, -5.541358, 1.456302], [1.799749, -4.463622, 0.931741], [1.181253, -3.321756, 1.391505], [2.027687, -2.387923, 1.954938], [3.313044, -3.021838, 2.093474], [3.434999, -3.525723, 3.529980], [4.404157, -1.988501, 1.813642], [3.413442, -4.627408, -1.109532], [4.852839, -3.908496, -0.352769], [3.435022, -2.876087, -0.688392], [3.562171, -6.341447, 0.756111], [4.928065, -5.457959, 1.458008], [3.512051, -5.820072, 2.459635], [4.435380, -3.955585, 3.665134], [3.335176, -2.653564, 4.180648], [2.655559, -4.263425, 3.787539], [4.305871, -1.547264, 0.802313], [4.285733, -1.212750, 2.588458], [5.380266, -2.499916, 1.936421]],
  "forces_ev_per_a": [[-4.6813, 2.4961, -2.2030], [0.3670, 1.1581, -1.2888], [0.7312, 0.1025, -0.6341], [0.4194, -0.0965, -0.5805], [-0.1180, 0.3405, -0.7166], [-0.0367, -0.0388, 0.5412], [0.0813, 0.5976, 0.3926], [-0.1919, -0.3054, 0.0116], [0.1440, -0.5828, -0.2607], [-0.3272, 0.7701, 0.0650], [0.2094, 0.4282, -0.6226], [0.3916, 0.8420, 0.7152], [0.5214, 0.7375, -0.0626], [0.1274, -0.4413, -1.0020], [0.1118, 0.2767, 0.0552], [0.0408, 0.0444, -0.3152], [-0.1680, -0.4161, 1.2056], [0.3193, 0.4655, -0.1896], [0.6211, -0.5519, -0.0398], [-0.1494, -0.2896, 0.0162], [-0.1196, 0.3754, -0.3660], [0.0143, -0.1837, 0.4749], [0.1358, -0.3424, -0.3295], [0.6282, 0.7175, -0.0028], [-2.1990, -4.1668, 2.5989], [-5.0085, -2.5857, -1.9647], [0.4197, 1.7770, 2.0264], [1.9880, -0.4579, 0.3916], [-1.2677, -0.1165, 0.4703], [3.2184, -1.6324, -0.3633], [3.8063, 2.3067, 2.4565], [-0.9222, 1.8388, 0.3118], [2.7730, -0.1247, 1.4443], [-0.9766, 0.0067, -0.3380], [1.0994, 0.5399, 0.0310], [0.0005, -0.3028, 0.7782], [0.1263, -0.0844, 0.2029], [-0.8770, 0.5080, -1.5659], [-0.6841, 1.3017, -0.4033], [-0.9273, -1.9345, 0.6115], [0.3957, -1.3194, -0.1195], [-0.7387, -0.0910, -0.1287], [-1.0458, -2.0522, -0.2192], [0.8075, 0.1914, -0.3624], [0.4980, 0.2897, -0.8932], [-0.4864, -0.1320, -0.0983], [0.2535, 0.4415, -0.2953], [-0.2323, 0.0422, 0.3848], [-0.2600, -0.0380, 0.0446], [0.0746, 0.2290, -0.0397], [0.5704, -0.0027, -0.6456], [0.3869, -0.1409, 0.4715], [-0.3461, 1.0472, 0.4444], [0.9838, -0.4670, -0.0611], [-0.5182, -0.2808, -0.3104], [0.3577, -0.8261, -0.4786], [0.0464, 0.1354, -0.1805], [-0.1495, -0.4268, 0.0992], [0.0491, 0.3626, 0.5423], [-0.3850, 0.1178, -0.0220], [0.0260, -0.4242, 0.0548], [-0.0092, 0.3257, 0.1481], [-0.0851, -0.0565, 0.0661], [0.0293, -0.1752, -0.1494], [-0.3209, -0.0268, 0.1709], [-0.0037, -0.1809, 0.1133], [0.3727, 0.2965, -0.1273], [0.1671, -0.2293, 0.6338], [0.2989, -0.1420, -0.4108], [-0.3774, 0.5556, -0.1838]],
  "lowdin_charge": [0.8550, 0.7030, -0.3880, -0.3627, 0.1076, 0.1302, 0.0824, 0.1077, -0.1915, 0.0459, 0.0789, 0.0684, -0.1980, 0.0696, 0.0755, 0.0572, -0.1614, 0.0680, 0.0765, 0.0728, -0.1691, 0.0721, 0.0533, 0.0786, 0.7764, -0.1246, -0.1731, 0.0722, -0.0288, -0.1898, -0.2612, -0.1924, -0.1355, 0.0375, 0.1149, 0.1185, 0.0409, 0.1072, 0.1009, -0.0049, 0.1250, 0.1027, 0.0140, 0.0710, 0.0552, 0.0578, 0.0932, 0.0807, 0.0379, -0.0127, -0.4586, -0.0109, 0.1362, -0.6805, 0.1180, -0.4662, -0.0086, -0.0065, 0.1041, 0.0968, 0.0822, 0.1062, 0.1008, 0.0846, 0.1016, 0.0950, 0.1072, 0.0816, 0.0942, 0.1083]
}

=====

No. 3
{
  "formula": "C5H5N",
  "method": "ωB97M-V/def2-TZVPD",
  "energy_ev": -6750.074,
  "molar_mass_g_mol": 79.1,
  "gap_ev": 9.0,
  "homo_ev": -9.6,
  "spin_multiplicity": 1,
  "elements": ["C", "C", "C", "C", "C", "N", "H", "H", "H", "H", "H"],
  "coordinates": [[-1.380953, -0.607332, 0.368354], [-0.363874, -0.002495, -0.582406], [0.880290, -0.554424, -0.755962], [2.131871, -0.489831, -0.542738], [2.205842, 0.649791, 0.181894], [1.696223, 1.599152, 0.696749], [-0.892530, -1.057365, 1.238094], [-1.981607, -1.379785, -0.124515], [-2.064423, 0.168578, 0.726146], [0.543263, 1.147688, 0.240209], [-0.774101, 0.526025, -1.445820]],
  "forces_ev_per_a": [[-0.0468, -0.0367, 0.0529], [0.1094, -0.2036, -0.1536], [-0.0269, 0.2323, 0.1340], [-0.2845, 0.0788, 0.0044], [-0.5055, 0.5442, 0.2788], [0.4504, -0.5450, -0.2748], [-0.0582, 0.0687, -0.1426], [0.0768, 0.1118, 0.0820], [0.0968, -0.1060, -0.0571], [0.1184, -0.0781, -0.0395], [0.0701, -0.0664, 0.1156]],
  "lowdin_charge": [-0.1087, -0.2327, -0.0614, -0.0092, -0.2271, 0.1244, 0.0789, 0.0721, 0.0723, 0.1805, 0.1108]
}